Computed, not measured: a structure of composition C53H41Cl4CrN8O2S2 in a non-equilibrium geometry, with ωB97M-V/def2-TZVPD.

```
111
Properties=species:S:1:pos:R:3:forces:R:3
Cr 0.29885 0.39687 0.58588 -0.625 1.369 -0.264
Cl 1.38385 -0.13843 9.59248 0.011 -0.048 0.254
C 1.03055 0.24777 7.94518 -0.083 0.070 -0.278
C 1.30075 -0.68253 6.95468 0.046 -0.017 0.050
C 1.05905 -0.35383 5.63528 -0.027 0.092 0.071
C 0.53475 0.88967 5.29458 -0.075 -0.053 0.112
C 0.23725 1.79757 6.30288 0.020 -0.051 -0.120
C 0.48785 1.48077 7.62748 0.048 -0.042 0.174
C 0.34235 1.17097 3.85708 -1.057 0.040 -0.407
C -0.88325 1.18457 3.27578 1.056 0.313 0.768
C -2.21115 1.26107 3.83598 -0.529 0.032 -0.040
C -3.06745 1.73137 2.91418 0.592 -0.035 0.109
C -2.34295 1.95547 1.62388 -0.111 -0.147 -0.551
C -2.60505 -0.53753 1.15538 1.305 -0.959 1.138
C -3.83505 -0.66453 0.38718 -0.769 -0.020 -0.280
C -4.06195 0.14517 -0.73312 0.138 -0.054 0.253
C -5.14005 -0.06483 -1.56772 -0.280 -0.147 -0.025
C -6.04235 -1.07603 -1.26962 0.145 0.048 0.172
Cl -7.36425 -1.40463 -2.34472 -0.075 0.024 -0.046
C -5.90425 -1.82203 -0.10722 -0.163 -0.050 -0.166
C -4.81395 -1.61163 0.71448 0.343 0.259 -0.111
C -2.00545 -1.62153 1.77368 -0.529 1.358 -0.335
N 0.15395 -1.37543 1.30438 0.239 -0.293 -0.041
C 0.20205 -2.56183 0.67668 0.721 0.452 -0.282
C 1.13285 -2.76583 -0.36062 -0.418 0.301 0.147
C 1.36125 -4.12173 -0.86462 0.005 -0.245 -0.093
C 1.39285 -4.41373 -2.22732 -0.075 0.031 0.154
C 1.66105 -5.69213 -2.67982 0.092 -0.169 0.016
C 1.90845 -6.69973 -1.76182 0.014 0.221 0.059
Cl 2.31115 -8.28583 -2.32752 -0.004 -0.217 -0.050
C 1.87565 -6.44063 -0.39982 -0.028 -0.197 -0.092
C 1.59835 -5.16223 0.03918 0.108 0.107 -0.231
C 1.92125 -1.68793 -0.82052 -0.443 0.265 0.811
C 3.03035 -1.70273 -1.72072 0.466 0.384 -0.275
C 3.60355 -0.46143 -1.68092 -0.230 -0.395 -0.133
C 2.88755 0.28827 -0.70052 0.521 1.123 0.541
N 1.79725 -0.44193 -0.29352 0.490 -1.052 -0.656
C 3.32215 1.40447 0.01488 0.041 -1.144 -0.485
C 2.78835 1.71397 1.28748 0.113 0.436 0.356
C 3.41875 2.40547 2.34978 -0.077 -0.214 -0.449
C 2.64755 2.19337 3.47458 -0.265 -0.148 0.028
C 1.52075 1.44487 3.06988 0.470 0.347 -0.282
N 1.61965 1.17297 1.74878 0.631 0.026 0.534
C 4.45665 2.20127 -0.49122 0.172 0.146 -0.177
C 5.74995 1.70247 -0.59752 -0.105 0.003 0.073
C 6.77105 2.47977 -1.11752 0.077 0.125 -0.064
C 6.49325 3.76627 -1.55012 -0.104 -0.151 0.037
Cl 7.76675 4.73867 -2.21392 0.084 0.074 -0.050
C 5.21015 4.28267 -1.46162 0.159 0.017 0.007
C 4.20635 3.50167 -0.92102 0.040 0.027 0.061
C -0.84995 -3.51153 0.96108 -1.006 -0.199 0.553
C -2.04165 -3.01433 1.39418 0.845 -0.458 -0.222
N -0.99255 1.45407 1.89098 0.845 0.513 0.552
H 1.70385 -1.64843 7.21278 0.056 -0.095 0.070
H 1.26565 -1.06583 4.85038 0.057 -0.081 -0.079
H -0.17785 2.76457 6.05828 -0.027 0.073 -0.082
H 0.27385 2.18947 8.41188 -0.017 0.065 0.083
H -2.43235 1.00297 4.85328 -0.140 -0.048 0.262
H -4.10065 1.98777 3.03148 -0.285 0.013 0.110
H -3.35675 0.93047 -0.95782 0.076 -0.009 -0.025
H -5.28065 0.53987 -2.45232 -0.036 0.025 -0.035
H -6.64675 -2.56503 0.14508 -0.042 -0.035 -0.006
H -4.71335 -2.18283 1.62428 0.004 -0.067 0.107
H 1.20255 -3.62223 -2.93672 -0.047 0.106 -0.107
H 1.69435 -5.91123 -3.73602 -0.007 -0.022 -0.092
H 2.08525 -7.22923 0.30768 0.008 -0.076 0.004
H 1.59795 -4.94703 1.09768 0.038 0.004 0.089
H 3.36435 -2.55723 -2.27762 0.078 -0.109 -0.085
H 4.44895 -0.10393 -2.23552 0.245 -0.024 -0.031
H 4.34145 2.95097 2.27758 0.160 0.034 0.003
H 2.83435 2.55687 4.46778 0.014 0.015 0.177
H 5.96305 0.70197 -0.25552 0.016 -0.146 0.051
H 7.77685 2.09177 -1.18712 0.040 0.003 -0.008
H 5.00365 5.28277 -1.81322 0.023 0.065 0.004
H 3.20195 3.88637 -0.84622 -0.101 0.041 0.028
H -0.73695 -4.53583 0.65068 -0.075 -0.097 -0.015
H -2.93885 -3.61013 1.39648 -0.095 -0.132 -0.039
C -1.63905 3.81837 0.30378 0.157 0.087 -0.223
O -2.62965 3.19807 1.07998 -0.226 -0.252 0.479
C -1.86215 0.70427 0.98608 -1.474 -0.416 -1.069
O -0.76815 -1.33143 2.36568 -0.854 -0.407 0.144
H -1.98525 4.83827 0.13108 0.018 -0.029 0.004
H -1.52675 3.30037 -0.65012 -0.011 0.076 0.197
H -0.67015 3.84267 0.81778 -0.142 -0.058 -0.116
C -0.51005 5.17057 -3.81512 -0.282 0.034 -0.143
N 0.13365 4.29027 -2.86952 -0.023 0.132 0.015
C -0.16955 3.04537 -2.47012 0.083 -0.330 0.222
S 0.88185 2.38117 -1.32092 0.332 -0.113 0.137
N -1.18935 2.30867 -2.90972 0.015 0.282 0.054
C -2.39545 2.71057 -3.59642 0.068 0.193 -0.258
H 0.21645 5.90797 -4.15022 0.019 -0.053 -0.021
H -1.34705 5.70947 -3.36062 0.002 -0.047 -0.114
H -0.85715 4.61737 -4.68362 -0.035 0.066 -0.054
H 0.94315 4.65497 -2.39102 -0.129 -0.079 0.057
H -1.17555 1.34587 -2.55352 0.015 0.109 -0.100
H -2.74775 3.67877 -3.24392 -0.052 0.004 -0.048
H -3.16585 1.97257 -3.38082 0.016 -0.043 0.020
H -2.24345 2.74277 -4.67802 -0.171 0.071 -0.001
C -2.87045 -3.32433 -1.91792 -0.263 -0.016 0.596
N -2.22085 -2.88243 -3.11612 0.531 0.528 -0.473
C -2.30435 -3.45283 -4.36042 0.049 -0.115 -0.612
C -1.65375 -2.65013 -5.22972 -0.220 -0.359 -0.205
N -1.17345 -1.58123 -4.51032 -0.182 -0.310 0.268
C -1.51885 -1.72743 -3.20452 0.092 0.303 0.114
S -1.18585 -0.68453 -1.95172 0.053 0.054 0.269
H -3.00265 -4.40233 -1.94482 0.007 -0.063 -0.065
H -3.83885 -2.82953 -1.80692 -0.001 -0.069 -0.024
H -2.25905 -3.05333 -1.05662 -0.047 -0.067 -0.213
H -2.81245 -4.38153 -4.52022 -0.078 -0.143 -0.068
H -1.49555 -2.74083 -6.28342 0.007 -0.101 -0.184
H -0.65345 -0.79843 -4.87052 0.021 -0.069 0.211
```
Forces are in eV/Å.

Summary:
- multiplicity = 4
- HOMO (alpha / beta) (hartree) = -0.22161 / -0.22387
- energy above the lowest of the compared OMol25 structures with the same formula, charge and spin (eV) = 8.229

These are the Löwdin partial charges, in e, on atoms 1 to 4:
1 Cr 0.719
2 Cl 0.665
3 C -0.680
4 C -0.095